1.
{
  "formula": "C6H15O3P",
  "method": "ωB97M-V/def2-TZVPD",
  "homo_lumo_gap_ev": 9.971,
  "de_lowest_kcal_mol": 30.4,
  "smiles": "CC[C@H](O)[P@@](=O)(CC)CO",
  "elements": ["C", "C", "C", "C", "C", "C", "O", "O", "O", "P", "H", "H", "H", "H", "H", "H", "H", "H", "H", "H", "H", "H", "H", "H", "H"],
  "xyz": [[3.52652, -0.37477, -1.15788], [-1.87686, -2.05638, 2.00689], [2.00637, -0.29268, -1.26014], [-1.52917, -0.58997, 1.61520], [-1.70730, 0.92927, -0.87303], [1.19033, 0.22197, -0.11459], [-0.81389, -1.68432, -0.94404], [-1.86055, 1.93524, 0.09609], [1.65033, -0.40605, 1.09034], [-0.74790, -0.46816, -0.12640], [3.77315, -0.75059, -0.13199], [3.83754, -1.02718, -1.85164], [4.05921, 0.52386, -1.26766], [-2.61681, -2.35685, 1.25975], [-0.90332, -2.78316, 1.86178], [-2.29097, -2.22264, 3.07415], [1.81859, 0.31764, -2.08540], [1.64039, -1.30038, -1.55985], [-0.82314, -0.13385, 2.32143], [-2.38241, 0.06623, 1.61810], [-1.13300, 1.05234, -1.87402], [-2.71295, 0.65200, -1.11007], [1.26935, 1.35892, 0.09099], [-1.12473, 1.89137, 0.68042], [1.96976, -1.28657, 0.94558]],
  "nbo_charge": [-0.585, -0.613, -0.465, -0.750, -0.424, -0.129, -1.097, -0.696, -0.750, 1.789, 0.197, 0.209, 0.206, 0.220, 0.218, 0.224, 0.213, 0.232, 0.238, 0.241, 0.186, 0.210, 0.194, 0.461, 0.473]
}

=====

2.
{
  "formula": "C22H36As2BF4MnSb2",
  "method": "ωB97M-V/def2-TZVPD",
  "homo_lumo_gap_ev": [4.993, 6.275],
  "charge": 2,
  "multiplicity": 5,
  "elements": ["Mn", "C", "As", "C", "C", "C", "C", "C", "C", "C", "As", "C", "C", "H", "H", "H", "H", "H", "H", "H", "H", "H", "H", "H", "H", "H", "H", "H", "H", "C", "Sb", "C", "C", "C", "C", "C", "C", "C", "C", "C", "Sb", "C", "C", "H", "H", "H", "H", "H", "H", "H", "H", "H", "H", "H", "H", "H", "H", "H", "H", "H", "H", "H", "H", "F", "B", "F", "F", "F"],
  "xyz": [[0.12727, 0.00145, 0.21341], [2.82861, 2.66188, 0.71413], [0.97938, 2.10905, 1.05726], [0.86986, 2.63507, 2.94398], [-0.02653, 3.58594, 0.25194], [0.30586, 4.91367, 0.51185], [-0.48606, 5.93769, 0.02027], [-1.61705, 5.64800, -0.72764], [-1.94821, 4.33204, -1.00146], [-1.15007, 3.29755, -0.52367], [-1.49278, 1.42861, -0.96626], [-3.43281, 1.25708, -1.06483], [-1.08143, 1.42632, -2.87804], [3.05130, 3.56612, 1.29198], [2.97096, 2.86518, -0.35193], [3.52257, 1.87484, 1.02528], [1.03469, 3.71497, 3.03080], [1.61963, 2.11236, 3.54275], [-0.12711, 2.41073, 3.32929], [1.18411, 5.14963, 1.10519], [-0.23892, 6.96480, 0.23866], [-2.24569, 6.44550, -1.09243], [-2.84028, 4.10415, -1.57426], [-3.78885, 1.82619, -1.93208], [-3.91447, 1.61696, -0.15172], [-3.68323, 0.20271, -1.20879], [-1.61288, 2.25921, -3.34841], [-1.42626, 0.48765, -3.31800], [-0.00763, 1.53801, -3.05189], [4.16097, -1.04774, -2.11268], [2.16048, -1.13550, -1.33641], [1.27150, -2.01707, -3.09027], [2.30927, -3.02710, -0.15088], [3.00088, -2.84555, 1.13265], [4.38595, -2.63690, 1.11155], [5.10780, -2.41252, 2.26175], [4.45734, -2.43033, 3.49870], [3.10469, -2.67431, 3.55221], [2.34237, -2.87858, 2.39445], [0.91502, -3.15261, 2.55664], [-0.29563, -1.28272, 2.56681], [0.52234, -0.52410, 4.41028], [-2.06527, -2.09955, 3.46052], [4.46677, -2.05947, -2.35636], [4.86177, -0.61052, -1.41242], [4.15688, -0.45978, -3.02372], [1.68557, -3.01546, -3.22152], [1.52787, -1.41044, -3.95656], [0.18959, -2.08661, -2.99988], [2.88227, -3.65505, -0.83046], [1.28990, -3.39725, -0.07185], [4.89314, -2.66873, 0.15864], [6.17015, -2.23020, 2.21010], [5.01305, -2.26981, 4.40714], [2.60748, -2.74004, 4.50807], [0.69545, -3.54530, 3.54488], [0.48076, -3.79547, 1.79981], [0.46421, -1.31218, 5.15441], [-0.06096, 0.32306, 4.75839], [1.55907, -0.22358, 4.28826], [-1.74908, -2.64224, 4.34610], [-2.57997, -2.77277, 2.78447], [-2.73142, -1.29232, 3.75073], [-0.67558, -1.32181, -0.65998], [-1.92407, -2.90067, -0.62850], [-1.59585, -3.15807, 0.64026], [-2.98300, -2.16965, -0.86360], [-1.35951, -3.60881, -1.56487]],
  "mulliken_spin": [4.155, 0.005, -0.138, 0.007, 0.031, -0.002, -0.001, 0.000, -0.011, 0.009, -0.059, 0.003, 0.018, -0.005, 0.001, 0.001, -0.004, 0.001, -0.001, 0.000, 0.000, 0.000, 0.000, -0.001, -0.002, 0.000, -0.002, 0.001, -0.001, 0.003, -0.009, 0.000, 0.009, -0.002, 0.000, 0.000, -0.001, -0.005, 0.011, 0.015, -0.020, 0.004, 0.005, -0.001, 0.000, -0.001, -0.001, -0.001, -0.001, 0.000, -0.007, 0.000, 0.000, 0.000, 0.000, 0.000, 0.001, -0.001, 0.000, -0.001, -0.002, 0.000, -0.002, -0.004, 0.004, 0.002, -0.001, -0.001]
}

=====

3.
{
  "formula": "C21H28ClEuN7O3PS",
  "method": "ωB97M-V/def2-TZVPD",
  "homo_lumo_gap_ev": [5.743, 5.380],
  "multiplicity": 7,
  "elements": ["Eu", "C", "N", "C", "C", "N", "C", "P", "C", "N", "C", "C", "N", "C", "C", "N", "C", "C", "N", "C", "H", "H", "H", "H", "H", "H", "H", "H", "H", "H", "H", "H", "H", "H", "H", "Cl", "C", "C", "O", "O", "H", "H", "O", "C", "C", "C", "C", "C", "C", "N", "H", "H", "H", "H", "H", "H", "H", "H", "H", "H", "H", "S", "C"],
  "xyz": [[-0.79516, -0.31948, -0.03820], [0.61203, -5.25724, 2.89734], [0.30721, -3.85204, 2.83360], [-0.37651, -3.12016, 3.77200], [-0.45460, -1.83806, 3.27925], [0.17209, -1.77701, 2.05850], [0.60601, -2.99992, 1.81823], [1.21703, -3.53355, 0.18315], [-0.16652, -2.59205, -2.03482], [0.02462, -1.32797, -2.41324], [0.19781, -1.38031, -3.78647], [0.15174, -2.66509, -4.20258], [-0.06934, -3.44210, -3.08959], [-0.18525, -4.89020, -2.98664], [2.32562, -2.08028, -0.10706], [1.92381, -0.80772, -0.04133], [3.05097, -0.04876, -0.24821], [4.12290, -0.87168, -0.46541], [3.68347, -2.15352, -0.34464], [4.52250, -3.32863, -0.45693], [0.64571, -5.62012, 3.92047], [1.57733, -5.47585, 2.43715], [-0.15639, -5.80600, 2.34417], [-0.78758, -3.54028, 4.67435], [-0.93513, -0.99809, 3.72714], [0.31042, -0.47821, -4.36642], [0.20834, -3.07475, -5.21251], [-0.05291, -5.34140, -3.96880], [-1.20251, -5.14221, -2.67784], [0.54337, -5.28398, -2.30779], [2.96776, 1.04852, -0.28139], [5.14886, -0.65939, -0.58658], [5.19710, -3.39416, 0.37258], [5.10383, -3.29772, -1.39896], [3.93609, -4.23245, -0.46275], [-1.97775, 2.53587, 3.24565], [-3.49530, 2.30005, 2.36320], [-3.47605, 1.94272, 0.85522], [-4.07293, 2.84720, 0.24275], [-2.99312, 0.94173, 0.27896], [-4.01517, 3.23820, 2.37558], [-4.06942, 1.54217, 2.91629], [-0.13590, 2.06382, -0.28836], [-0.50320, 3.18338, -0.67732], [0.49537, 4.34840, -0.77356], [0.42875, 5.21982, 0.50154], [-0.77562, 6.15440, 0.49011], [-2.10398, 5.42747, 0.36642], [-2.29214, 4.78594, -1.02562], [-1.73214, 3.46672, -1.04278], [0.29862, 4.97565, -1.64955], [1.44414, 3.86899, -0.82447], [1.35908, 5.79729, 0.57063], [0.38815, 4.56061, 1.35240], [-0.66826, 6.80013, -0.38248], [-0.72405, 6.77420, 1.39403], [-2.92192, 6.12002, 0.49026], [-2.18735, 4.65401, 1.12888], [-1.88335, 5.41003, -1.81884], [-3.32452, 4.67081, -1.23412], [-2.38318, 2.70662, -0.91959], [-1.76925, -3.72039, -0.11361], [-0.28422, -3.03400, -0.66143]],
  "mulliken_spin": [5.776, 0.000, -0.002, -0.002, 0.000, -0.001, 0.005, 0.012, 0.014, -0.010, 0.001, -0.001, -0.001, 0.004, -0.007, -0.009, -0.001, -0.001, 0.000, 0.001, 0.000, 0.000, 0.001, 0.000, -0.001, 0.000, 0.000, 0.000, -0.002, -0.001, 0.000, 0.000, 0.000, 0.000, 0.000, 0.000, 0.000, -0.002, 0.000, -0.003, 0.000, 0.000, -0.004, -0.003, 0.000, 0.000, 0.000, 0.000, 0.000, 0.001, 0.000, 0.000, 0.000, 0.000, 0.000, 0.000, 0.000, 0.000, 0.000, 0.000, 0.001, 0.129, 0.106]
}

=====

4.
{
  "formula": "C6H15BNO",
  "method": "ωB97M-V/def2-TZVPD",
  "homo_lumo_gap_ev": 10.634,
  "charge": 1,
  "de_lowest_kcal_mol": 0.0,
  "smiles": "CCB(O)[C@@H]1CC[NH2+]C1",
  "elements": ["C", "C", "B", "O", "C", "C", "C", "N", "C", "H", "H", "H", "H", "H", "H", "H", "H", "H", "H", "H", "H", "H", "H", "H"],
  "xyz": [[-1.62460, -0.42607, -1.58146], [-1.10574, 1.01359, -1.68466], [0.18080, 1.43197, -0.87639], [0.76970, 2.64111, -1.06935], [0.89773, 0.57382, 0.27050], [1.36361, -0.88468, -0.00765], [0.65515, -1.76894, 1.00952], [0.41898, -0.83408, 2.16994], [0.01185, 0.46856, 1.51571], [-2.33252, -0.64430, -2.37893], [-0.82999, -1.16619, -1.66926], [-2.16357, -0.59717, -0.64665], [-0.92761, 1.27463, -2.73290], [-1.90781, 1.69303, -1.36588], [0.26550, 3.24492, -1.63927], [1.79197, 1.14300, 0.53455], [2.43747, -0.93878, 0.17377], [1.21268, -1.25286, -1.01858], [-0.33531, -2.06861, 0.67165], [1.21949, -2.63817, 1.33314], [-0.32541, -1.16530, 2.78236], [1.25273, -0.71736, 2.74585], [0.11114, 1.29826, 2.20897], [-1.03625, 0.31964, 1.25502]],
  "nbo_charge": [-0.598, -0.801, 1.006, -0.848, -0.581, -0.411, -0.222, -0.499, -0.204, 0.235, 0.192, 0.191, 0.251, 0.248, 0.506, 0.249, 0.231, 0.249, 0.227, 0.243, 0.440, 0.433, 0.246, 0.218]
}

=====

5.
{
  "formula": "C2H6MnO2",
  "method": "ωB97M-V/def2-TZVPD",
  "homo_lumo_gap_ev": [8.741, 6.489],
  "charge": 1,
  "de_lowest_kcal_mol": 43.8,
  "multiplicity": 7,
  "elements": ["C", "C", "O", "H", "H", "H", "H", "H", "O", "H", "Mn"],
  "xyz": [[0.73424, -0.31885, 0.85955], [-0.42080, -1.21393, 0.45932], [-1.23256, -0.71543, -0.49664], [1.71538, 0.22741, 1.31857], [1.43446, -0.50498, 0.02450], [0.22389, 0.38438, 1.54243], [-1.07517, -1.51309, 1.32146], [-0.09975, -2.23370, 0.11612], [-0.25222, 2.33041, -1.45333], [0.31440, 2.67621, -2.14284], [-1.34189, 0.88155, -1.54914]],
  "mulliken_spin": [0.638, 0.062, 0.066, 0.094, 0.071, 0.074, 0.022, 0.025, 0.117, 0.016, 4.816]
}

=====

What calculated total energy values result from the calculations? In sequence: -21895.18856, -201007.19750, -90780.94634, -10674.60025, -37573.58965 eV.